(1)
19
Properties=species:S:1:pos:R:3 method="wB97M-V/def2-TZVPD" e_above_lowest_kcal_mol=42.72 smiles=NC[C@@H](N)CCO multiplicity=1 e_homo_ev=-9.149 energy_ev=-9369.3414
N -1.574 0.637 1.035
C -0.531 0.037 0.195
C 0.560 1.082 -0.071
C 1.543 0.715 -1.143
O 0.870 0.963 -2.452
C 0.064 -1.165 0.956
N -0.891 -2.176 1.481
H -2.130 1.269 0.474
H -2.147 0.050 1.613
H -0.994 -0.379 -0.695
H -0.073 1.913 -0.404
H 1.182 1.281 0.804
H 2.413 1.394 -1.108
H 1.959 -0.279 -1.202
H 1.480 0.555 -3.070
H 0.730 -1.763 0.315
H 0.664 -0.759 1.766
H -0.709 -2.573 2.397
H -1.754 -1.682 1.685



(2)
13
Properties=species:S:1:pos:R:3 method="wB97M-V/def2-TZVPD" e_above_lowest_kcal_mol=83.78 multiplicity=1 e_homo_ev=-9.392 energy_ev=-6321.5349
O 0.275 1.488 -1.558
C 0.119 0.667 -0.657
C -1.087 -0.188 -0.224
C -0.144 -1.048 0.651
C 1.073 -0.344 0.006
H 0.143 2.038 -0.011
H 0.043 1.698 0.707
H -1.369 -0.686 -1.157
H -1.977 0.258 0.229
H -0.207 -2.132 0.511
H -0.241 -0.832 1.719
H 1.468 -0.891 -0.856
H 1.905 -0.025 0.640



(3)
10
Properties=species:S:1:pos:R:3 method="wB97M-V/def2-TZVPD" e_above_lowest_kcal_mol=10.52 multiplicity=1 e_homo_ev=-10.854 energy_ev=-32752.5708
C -2.643 -1.167 0.351
C 0.887 1.815 -0.729
N 1.382 1.768 0.439
O -2.692 -2.217 -0.056
O -2.525 -0.173 0.872
Cl -0.079 0.500 -1.457
Cl 1.901 -2.226 0.141
H 1.443 0.759 0.715
H 1.405 -1.667 1.118
H 0.920 2.609 -1.395



(4)
87
Properties=species:S:1:pos:R:3 method="wB97M-V/def2-TZVPD" charge=+3 e_above_lowest_kcal_mol=0.00 multiplicity=6 e_homo_ev="-14.682 / -14.899" energy_ev=-99349.5662 s_squared=8.766
Ru -0.378 0.509 0.166
I 2.409 1.232 0.836
C 2.763 3.298 1.045
C 4.101 3.562 0.925
C 4.597 4.866 1.107
C 3.725 5.861 1.413
C 2.336 5.609 1.533
C 1.494 6.704 1.843
C 0.147 6.555 1.961
C -0.405 5.284 1.759
C 0.366 4.181 1.453
P -0.702 2.749 1.177
C -1.788 2.560 2.604
C -3.116 2.981 2.626
C -3.879 2.788 3.770
C -3.320 2.182 4.886
C -1.993 1.768 4.868
C -1.227 1.953 3.729
C -1.635 3.059 -0.335
C -2.768 2.278 -0.631
C -3.395 2.404 -1.861
C -2.899 3.294 -2.803
C -1.769 4.058 -2.524
C -1.130 3.938 -1.305
C 1.793 4.300 1.339
H 4.798 2.769 0.693
H 5.656 5.054 1.006
H 4.075 6.873 1.565
H 1.954 7.674 1.983
H -0.493 7.394 2.195
H -1.481 5.178 1.842
H -3.558 3.468 1.768
H -4.906 3.124 3.791
H -3.916 2.050 5.779
H -1.550 1.311 5.744
H -0.192 1.627 3.714
H -3.171 1.582 0.093
H -4.271 1.808 -2.079
H -3.395 3.399 -3.758
H -1.391 4.752 -3.262
H -0.250 4.533 -1.095
C -4.153 -1.996 6.511
C -3.545 -3.013 5.562
N -2.550 -2.400 4.657
C -2.946 -2.029 3.443
C -2.142 -1.422 2.504
C -2.781 -1.156 1.182
O -3.926 -1.430 0.946
O -1.990 -0.580 0.277
C -0.796 -1.139 2.831
O 0.046 -0.584 2.054
C -0.361 -1.537 4.156
C 0.959 -1.311 4.566
C 1.388 -1.723 5.790
F 2.676 -1.510 6.108
C 0.540 -2.384 6.711
C -0.779 -2.558 6.319
C -1.235 -2.170 5.051
N 0.969 -2.839 7.968
C 0.552 -4.160 8.427
C 0.181 -4.085 9.908
N 1.069 -3.059 10.575
C 2.421 -3.030 9.927
C 2.282 -2.470 8.509
H -4.902 -2.478 7.138
H -4.645 -1.197 5.955
H -3.399 -1.546 7.160
H -4.305 -3.461 4.925
H -3.064 -3.833 6.089
H -3.974 -2.245 3.176
H 1.657 -0.836 3.890
H -1.474 -2.991 7.020
H 1.351 -4.892 8.265
H -0.307 -4.518 7.871
H 0.340 -5.036 10.413
H -0.847 -3.765 10.067
H 1.148 -3.258 11.574
H 0.640 -2.136 10.489
H 2.787 -4.054 9.944
H 3.089 -2.415 10.526
H 3.119 -2.855 7.924
H 2.363 -1.384 8.532
Cl 0.929 -1.809 -0.768
C 0.518 -1.362 -2.437
Cl -0.247 0.267 -2.454
H -0.203 -2.070 -2.826
H 1.425 -1.305 -3.028



(5)
18
Properties=species:S:1:pos:R:3 method="wB97M-V/def2-TZVPD" charge=+3 e_above_lowest_kcal_mol=33.01 multiplicity=7 e_homo_ev="-17.726 / -21.799" energy_ev=-14202.9401 s_squared=12.012
C -1.751 -0.222 -3.288
C -2.393 -1.220 -2.964
H -1.575 0.837 -3.408
H -3.416 -1.342 -3.429
H -1.727 -0.655 -1.365
Li 2.277 -1.018 -1.937
O 0.149 0.271 0.903
Ru -2.152 0.445 1.501
O -1.397 -0.334 -0.405
C -0.104 -0.108 -0.325
O 0.699 -0.348 -1.208
C 1.515 0.247 1.415
C 1.472 0.744 2.834
H 1.877 -0.785 1.345
H 2.116 0.886 0.757
H 0.872 0.077 3.466
H 2.498 0.774 3.220
H 1.040 1.752 2.888



(6)
55
Properties=species:S:1:pos:R:3 method="wB97M-V/def2-TZVPD" e_above_lowest_kcal_mol=5.41 multiplicity=1 e_homo_ev="-7.136 / -7.198" energy_ev=-60185.9908
Au -0.078 -1.254 -0.523
C 3.698 -0.124 -2.085
O 3.248 0.366 -3.343
C 1.957 0.701 -3.611
C 1.717 1.114 -4.909
C 0.455 1.542 -5.303
C -0.583 1.564 -4.398
C -0.386 1.148 -3.081
C -1.512 1.174 -2.173
N -1.457 0.621 -1.027
N -2.553 0.652 -0.208
C -2.196 0.159 0.949
O -1.082 -0.440 1.237
C -3.211 0.233 2.043
C -4.447 0.843 1.838
C -5.390 0.858 2.852
C -5.107 0.269 4.079
C -3.876 -0.336 4.288
C -2.931 -0.358 3.272
C 0.900 0.711 -2.643
O 1.136 0.362 -1.410
H 4.746 -0.369 -2.248
H 3.607 0.632 -1.308
H 3.158 -1.017 -1.772
H 2.544 1.108 -5.607
H 0.297 1.862 -6.325
H -1.570 1.898 -4.699
H -2.430 1.683 -2.481
H -4.649 1.302 0.880
H -6.348 1.334 2.689
H -5.844 0.286 4.872
H -3.652 -0.794 5.243
H -1.971 -0.834 3.412
S -0.421 -3.319 0.697
C -2.066 -3.311 0.256
N -2.518 -3.069 -0.952
C -3.962 -3.094 -1.136
C -4.562 -2.870 0.245
S -3.340 -3.565 1.406
H -1.847 -2.843 -1.699
H -4.259 -4.065 -1.541
H -4.258 -2.314 -1.837
H -5.516 -3.376 0.366
H -4.673 -1.810 0.476
C 1.388 -3.900 -2.590
C 0.863 -2.548 -3.047
C 0.424 -2.557 -4.502
O -0.258 -2.140 -2.284
H 2.255 -4.200 -3.180
H 0.612 -4.661 -2.701
H 1.676 -3.863 -1.539
H 1.666 -1.807 -2.948
H -0.369 -3.293 -4.654
H 1.265 -2.817 -5.147
H 0.051 -1.573 -4.788



(7)
15
Properties=species:S:1:pos:R:3 method="wB97M-V/def2-TZVPD" e_above_lowest_kcal_mol=72.13 smiles="CN(C)/C=C/O" multiplicity=1 e_homo_ev=-7.836 energy_ev=-7829.1922
C 0.922 0.388 1.231
N 0.071 -0.463 0.405
C 0.780 -1.615 -0.093
C -0.616 0.208 -0.606
C -1.780 0.865 -0.456
O -1.882 1.923 -1.300
H 1.821 0.764 0.703
H 1.257 -0.193 2.096
H 0.363 1.254 1.596
H 1.146 -2.199 0.753
H 0.090 -2.230 -0.677
H 1.640 -1.348 -0.738
H -0.300 0.080 -1.653
H -0.905 1.909 -1.474
H -2.608 0.660 0.214



(8)
63
Properties=species:S:1:pos:R:3 method="wB97M-V/def2-TZVPD" charge=+2 e_above_lowest_kcal_mol=18.13 multiplicity=1 e_homo_ev=-14.868 energy_ev=-98063.3221
Pt -0.380 1.692 0.808
C 1.416 4.087 1.903
C 0.929 2.837 2.383
C -0.424 2.746 2.796
C -1.305 3.822 2.561
C -0.809 4.994 2.022
C 0.562 5.140 1.726
H 2.475 4.195 1.702
H 1.628 2.060 2.668
H -0.747 1.913 3.415
H -2.341 3.744 2.861
H -1.475 5.834 1.872
H 0.934 6.094 1.378
O -1.565 -5.364 -0.220
C -2.839 -4.971 -0.666
N -2.812 -3.561 -1.032
C -3.544 -2.634 -0.377
O -4.412 -2.852 0.436
C -3.221 -1.189 -0.699
C -4.116 -0.381 -1.386
C -3.834 0.970 -1.534
C -2.693 1.476 -0.955
N -1.840 0.693 -0.269
C -2.081 -0.624 -0.159
H -1.175 -5.985 -0.843
H -3.558 -5.064 0.144
H -3.169 -5.570 -1.515
H -2.126 -3.263 -1.707
H -5.027 -0.803 -1.791
H -4.498 1.630 -2.075
H -2.443 2.529 -1.031
H -1.356 -1.211 0.386
C 0.871 2.836 -3.749
Ge 1.259 1.562 -2.328
C 0.283 -0.098 -2.613
C 3.140 1.218 -2.006
C 0.751 2.635 -0.674
H 1.235 2.426 -4.691
H 1.363 3.793 -3.585
H -0.203 2.998 -3.841
H 0.557 -0.445 -3.611
H -0.795 0.032 -2.598
H 0.579 -0.857 -1.888
H 3.594 0.772 -2.891
H 3.257 0.522 -1.174
H 3.679 2.138 -1.781
H 0.056 3.475 -0.825
H 1.662 3.003 -0.215
C 1.649 -3.068 3.348
Si 2.233 -2.489 1.685
C 4.008 -1.948 1.671
C 1.825 -3.680 0.320
C 1.238 -0.914 1.323
C 0.601 0.095 1.090
H 2.268 -3.903 3.685
H 0.617 -3.420 3.310
H 1.722 -2.280 4.099
H 4.654 -2.810 1.853
H 4.214 -1.212 2.449
H 4.291 -1.524 0.707
H 2.135 -4.686 0.611
H 2.350 -3.426 -0.603
H 0.753 -3.729 0.116



(9)
28
Properties=species:S:1:pos:R:3 method="wB97M-V/def2-TZVPD" charge=-1 e_above_lowest_kcal_mol=38.76 multiplicity=1 e_homo_ev=-3.805 energy_ev=-29219.6454
C 3.933 -0.653 -2.362
C 3.415 0.846 -1.844
Cl 3.429 0.997 0.023
C 2.009 1.328 -2.539
In 0.210 0.032 -2.076
N 0.429 -2.035 -2.573
H 5.107 -0.651 -2.161
H 3.739 -0.784 -3.514
H 3.484 -1.521 -1.702
H 4.251 1.600 -2.236
H 2.160 1.427 -3.696
H 1.760 2.419 -2.124
H -1.150 0.665 -3.127
H -0.372 0.225 -0.355
H 0.765 -2.102 -3.559
H 1.027 -2.566 -1.903
C -3.679 -1.108 2.442
C -2.642 -0.151 1.925
O -2.237 -0.188 0.764
N -2.149 0.780 2.791
C -2.499 0.976 4.177
H -3.980 -1.792 1.643
H -3.265 -1.698 3.264
H -4.562 -0.556 2.775
H -1.455 1.391 2.376
H -2.880 1.994 4.291
H -1.593 0.861 4.777
H -3.253 0.267 4.521



(10)
21
Properties=species:S:1:pos:R:3 method="wB97M-V/def2-TZVPD" charge=-1 e_above_lowest_kcal_mol=34.24 multiplicity=2 e_homo_ev="0.980 / -5.187" energy_ev=-19766.7292 s_squared=0.751
C 0.740 -1.467 0.423
C 0.367 -1.240 -1.037
S 1.880 -0.800 -1.963
C 1.044 -0.179 1.214
N 0.365 1.012 0.800
C -0.893 1.409 1.301
C -2.144 0.601 0.941
O -3.171 1.577 0.606
H -0.103 -2.027 0.853
H 1.610 -2.124 0.443
H -0.311 -0.408 -1.160
H -0.094 -2.132 -1.465
H 1.500 -1.188 -3.213
H 2.129 -0.002 1.197
H 0.796 -0.340 2.267
H 0.662 1.376 -0.089
H -0.835 1.375 2.398
H -1.088 2.456 1.073
H -2.001 -0.047 0.083
H -2.538 0.007 1.762
H -4.014 1.107 0.517



(11)
69
Properties=species:S:1:pos:R:3 method="wB97M-V/def2-TZVPD" charge=+3 e_above_lowest_kcal_mol=5.71 multiplicity=1 e_homo_ev=-15.005 energy_ev=-94090.8175
Ir -1.691 -2.169 -1.256
C -1.738 0.242 3.571
N -1.748 -0.981 2.748
C -1.667 -2.281 3.429
C -1.830 -0.949 1.432
N -1.776 -2.049 0.697
N -2.052 0.284 0.841
C -2.067 0.643 -0.481
N -2.217 1.937 -0.733
N -1.955 -0.238 -1.447
H -1.323 -0.012 4.542
H -2.748 0.627 3.720
H -1.076 0.994 3.140
H -1.751 -2.116 4.498
H -0.707 -2.764 3.234
H -2.494 -2.925 3.126
H -1.520 -2.887 1.205
H -2.160 1.045 1.496
H -2.295 2.625 -0.001
H -2.253 2.288 -1.679
H -2.008 0.134 -2.389
Cl 5.136 0.030 4.595
C 4.603 0.345 2.994
C 5.525 0.587 1.982
C 5.076 0.841 0.700
C 3.716 0.866 0.385
C 3.292 1.134 -1.047
C 3.366 -0.139 -1.900
N 2.320 -1.084 -1.494
C 2.460 -2.184 -0.685
C 1.216 -2.694 -0.502
N 0.318 -1.904 -1.203
C 1.032 -0.939 -1.782
O 4.123 2.031 -1.719
C 4.044 3.390 -1.250
C 2.703 4.000 -1.515
C 2.335 4.558 -2.708
Cl 3.291 4.673 -4.115
S 0.739 5.179 -2.689
C 0.526 4.688 -1.063
C 1.640 4.079 -0.566
C 2.835 0.619 1.427
Cl 1.085 0.630 1.140
C 3.244 0.362 2.723
H 6.583 0.581 2.207
H 5.790 1.050 -0.088
H 2.255 1.496 -1.056
H 4.331 -0.628 -1.783
H 3.230 0.112 -2.950
H 3.420 -2.507 -0.319
H 0.922 -3.577 0.041
H 0.653 -0.143 -2.400
H 4.835 3.902 -1.792
H 4.269 3.437 -0.181
H -0.374 4.965 -0.537
H 1.747 3.772 0.467
H 2.529 0.189 3.514
N -7.531 -1.056 0.906
C -6.889 -1.629 0.147
C -5.997 -2.297 -0.759
C -6.425 -3.195 -1.735
C -5.472 -3.778 -2.557
C -4.142 -3.455 -2.383
N -3.729 -2.589 -1.435
C -4.645 -2.022 -0.640
H -7.477 -3.427 -1.844
H -5.754 -4.480 -3.329
H -3.380 -3.900 -3.013
H -4.300 -1.334 0.118



(12)
92
Properties=species:S:1:pos:R:3 method="wB97M-V/def2-TZVPD" charge=-1 multiplicity=2 e_homo_ev="-4.704 / -4.637" energy_ev=-256718.9168 s_squared=0.765
Mn -0.771 1.010 -0.213
Br 0.561 5.553 5.424
C 0.063 4.673 3.812
C -0.911 5.250 2.985
C -1.281 4.624 1.827
C -0.720 3.380 1.428
O -1.136 2.840 0.335
C 0.299 2.838 2.265
C 1.012 1.633 1.968
N 0.869 0.932 0.894
C 1.656 -0.216 0.698
C 2.887 -0.471 1.241
C 3.533 -1.702 1.002
C 2.960 -2.666 0.223
C 1.712 -2.418 -0.389
C 1.018 -3.366 -1.179
C -0.199 -3.046 -1.701
C -0.737 -1.767 -1.452
N -0.126 -0.871 -0.721
C 1.079 -1.185 -0.163
C 0.649 3.492 3.462
H -1.375 6.184 3.275
H -2.048 5.043 1.190
H 1.744 1.323 2.710
H 3.367 0.263 1.876
H 4.490 -1.888 1.472
H 3.428 -3.632 0.089
H 1.450 -4.348 -1.324
H -0.768 -3.756 -2.286
H -1.704 -1.485 -1.851
H 1.389 3.036 4.108
Cl -2.880 1.116 -1.485
C -2.442 1.340 -3.156
C -3.448 1.232 -4.107
C -3.131 1.368 -5.447
C -1.818 1.603 -5.835
C -0.828 1.715 -4.873
C -1.122 1.598 -3.513
P 0.129 1.746 -2.187
C 0.701 3.478 -2.249
C 1.328 3.954 -1.097
C 1.798 5.256 -1.036
C 1.637 6.102 -2.125
C 0.998 5.643 -3.267
C 0.535 4.336 -3.331
C 1.536 0.781 -2.844
C 2.821 1.056 -2.383
C 3.867 0.186 -2.649
C 3.644 -0.972 -3.381
C 2.369 -1.248 -3.857
C 1.323 -0.377 -3.591
H -4.462 1.034 -3.789
H -3.912 1.281 -6.191
H -1.568 1.696 -6.884
H 0.200 1.879 -5.173
H 1.419 3.307 -0.233
H 2.269 5.613 -0.129
H 1.992 7.124 -2.075
H 0.854 6.306 -4.111
H 0.023 3.999 -4.222
H 3.005 1.946 -1.793
H 4.856 0.407 -2.269
H 4.457 -1.660 -3.572
H 2.182 -2.153 -4.421
H 0.328 -0.616 -3.948
O -2.340 1.386 3.439
Se -1.857 -0.016 2.788
O -0.298 -0.365 3.161
O -1.938 0.151 1.104
O -2.829 -1.279 3.134
C -3.103 -3.153 0.581
C -2.826 -4.172 1.676
C -1.439 -4.805 1.596
S -0.053 -3.726 2.062
O 1.135 -4.653 2.063
C -0.520 -3.396 3.762
C -0.717 -4.621 4.637
C -0.743 -4.231 6.112
H -4.127 -2.785 0.657
H -2.968 -3.601 -0.411
H -2.461 -2.278 0.674
H -3.561 -4.982 1.617
H -2.967 -3.685 2.643
H -1.203 -5.110 0.572
H -1.344 -5.690 2.227
H -1.388 -2.729 3.714
H 0.301 -2.767 4.120
H 0.089 -5.336 4.450
H -1.656 -5.118 4.383
H 0.202 -3.767 6.403
H -0.905 -5.100 6.753
H -1.537 -3.508 6.307